The following is a quantum chemistry calculation of an isolated ion of composition C3H9N2O and charge +1, from OMol25.

Values from the calculation:
LUMO: -3.3 eV
Total charge: +1
Orbital gap: 0.4043 Ha
Highest occupied orbital energy: -14.35 eV
Structure (SMILES): C[N@H+]1CNOC1

Atoms and positions in Å:
O -1.5617 -0.6834 -0.4865
N 0.5020 0.0067 0.3788
N -1.8428 0.5904 -0.0125
C -0.4955 1.1977 0.0785
C 1.5800 -0.0975 -0.5462
C -0.4133 -1.1863 0.3528
H -0.4980 1.9820 0.7875
H -0.7740 -1.5433 1.3076
H -0.0226 -1.9331 -0.2436
H 1.9684 0.8941 -0.8006
H 0.8971 0.1304 1.3001
H 2.2775 -0.9138 -0.3460
H -2.5269 0.6743 0.6331
H -0.1672 1.4384 -0.9037
H 1.0773 -0.5566 -1.4994

The following is a quantum chemistry calculation of a 2-piece molecular cluster, C3H2N2O overall, from OMol25.

Values from the calculation:
LUMO: -1.2 eV
Total charge: 0
Orbital gap: 0.2720 Ha
Highest occupied orbital energy: -8.60 eV
Structure (SMILES): N=C=C=O.C#N

Atoms and positions in Å:
O 1.1254 2.0507 -0.2716
N -1.6537 -0.1913 -0.1105
N 2.0379 -0.6415 0.6296
C 1.2522 -1.2068 -0.0149
C 0.2715 1.2427 -0.2215
C -0.8530 0.7089 0.2139
H -2.6225 -0.3850 0.2277
H 0.4421 -1.5776 -0.4527

The following is a quantum chemistry calculation of one molecule with the formula C5H8O2, from OMol25.

Values from the calculation:
LUMO: 0.9 eV
Total charge: 0
Orbital gap: 0.4024 Ha
Highest occupied orbital energy: -10.04 eV
Structure (SMILES): C#CCOCCO

Atoms and positions in Å:
O 0.2431 0.0586 0.3799
O 2.1886 -0.6897 -1.5157
C 1.9030 0.6539 -1.2060
C -1.4006 -1.4016 3.0250
C 0.4501 0.8340 -0.7901
C -1.1100 -0.0240 0.7954
C -1.2340 -0.8941 1.9529
H 2.5578 1.0332 -0.4060
H -0.2086 0.4835 -1.6013
H 2.1061 1.2388 -2.1105
H 1.9079 -1.2078 -0.7495
H -1.6286 -1.5816 4.0455
H -1.5466 0.8458 1.2883
H 0.2296 1.8920 -0.5876
H -1.7524 -0.2938 -0.0588

The following is a quantum chemistry calculation of C21H19F10N5PdS as an isolated structure, from OMol25.

Values from the calculation:
LUMO (alpha / beta): -5.1 / -8.5 eV
Total charge: +2
Orbital gap (alpha / beta): 0.3406 / 0.2393 Ha
Highest occupied orbital energy (alpha / beta): -14.32 / -14.97 eV
Multiplicity: 5
<S²>: 6.09

Atoms and positions in Å:
Pd -0.0242 -1.2651 0.0218
S 0.0100 1.0070 0.9700
F -6.6997 -0.1275 -0.3617
F 1.4625 -0.4614 -2.1239
F 5.7644 1.1464 -2.7857
F -3.3453 1.0585 -3.4234
F -5.9173 1.1635 -2.5952
F -1.5691 -0.3599 -2.0568
F 3.1881 0.9290 -3.5802
F -4.9508 -1.5028 1.0784
F 6.6034 -0.0058 -0.4977
F 4.9077 -1.3572 1.0277
N -0.0108 -2.4547 1.9111
N -2.1932 -1.6283 0.2581
N 2.1485 -1.6024 0.2456
N 0.0710 2.1323 -1.5264
N 0.0727 3.5487 0.1349
C 1.2370 -3.2366 1.8003
C -3.1544 -0.9948 -0.3998
C -5.4461 -0.1969 -0.7555
C 4.9250 0.4670 -2.0585
C -4.5326 -0.9133 -0.0255
C -2.8175 -0.2882 -1.5995
C -0.0605 -1.6448 3.1378
C 0.1076 4.4217 -1.0506
C 3.0859 -0.9822 -0.4583
C 0.1335 4.1111 1.4760
C -2.4550 -2.4761 1.4180
C 5.3501 -0.1365 -0.8770
C -5.0504 0.4786 -1.9078
C -1.2149 -3.2928 1.7404
C -3.7157 0.4296 -2.3248
C 0.1067 3.4285 -2.2250
C 4.4645 -0.8413 -0.1025
C 2.4375 -2.3720 1.4509
C 2.7178 -0.3443 -1.6874
C 3.5887 0.3598 -2.4585
C 0.0480 2.2668 -0.2007
H -3.2719 -3.1713 1.2331
H 1.4375 -3.7740 2.7321
H 0.8339 -1.0325 3.2222
H -0.6198 4.8911 1.5776
H 1.1001 -3.9767 1.0133
H 2.6861 -1.6905 2.2679
H -0.7635 3.5460 -2.8657
H -1.3996 -3.8874 2.6401
H -1.0283 -3.9820 0.9181
H 3.2970 -3.0264 1.3219
H -0.7663 5.0715 -1.0539
H -0.1297 -2.2902 4.0179
H 1.1156 4.5480 1.6621
H -0.0275 1.2586 -2.0093
H -0.0567 3.3389 2.2139
H 0.9977 5.0480 -1.0285
H 1.0009 3.5062 -2.8385
H -2.7588 -1.8615 2.2677
H -0.9197 -0.9793 3.1193

The following is a quantum chemistry calculation of one molecule with the formula C4H2N2S, from OMol25.

Values from the calculation:
LUMO: -0.8 eV
Total charge: 0
Orbital gap: 0.3042 Ha
Highest occupied orbital energy: -9.06 eV

Atoms and positions in Å:
S -0.3937 -1.8343 1.5906
N -0.4767 2.3265 -1.8310
N 0.6948 -0.4717 1.2900
C 1.0329 -0.0481 0.1917
C 0.2342 1.4956 -1.4342
C -1.7361 -1.0101 1.5104
C 1.2578 0.5952 -0.9850
H 2.1007 0.4330 -1.7395
H -2.7139 -1.4861 1.4071

The following is a quantum chemistry calculation of one molecule with the formula C16H22N2O3S, from OMol25.

Values from the calculation:
LUMO: 0.7 eV
Total charge: 0
Orbital gap: 0.3432 Ha
Highest occupied orbital energy: -8.68 eV
Structure (SMILES): CCOc1cc(C)c(C(C)C)cc1S(=O)(=O)n1ccc(C)n1

Atoms and positions in Å:
S 2.0402 1.4648 0.4875
O 2.1359 2.7410 -0.1505
O 3.2523 0.7421 0.7174
O -0.7097 2.0797 0.0777
N 0.7336 0.7390 2.6638
N 1.2932 1.7590 2.0000
C 1.2369 -0.8443 -0.7282
C 0.8538 0.4023 -0.2940
C 1.2524 -3.8896 -0.6262
C 0.8091 -3.0496 -1.8264
C -0.4483 0.8663 -0.4540
C -1.9278 3.2846 -1.6618
C 0.3384 -1.6885 -1.3681
C -2.0062 -2.0773 -2.2430
C 0.1528 1.2582 3.7271
C -0.5712 0.4171 4.7160
C 0.3324 2.6617 3.7473
C 1.9454 -2.9119 -2.8426
C 1.0598 2.9388 2.6214
C -1.3483 0.0260 -1.1008
C -0.9718 -1.2335 -1.5563
C -1.9197 2.7483 -0.2351
H -0.5508 -0.6192 4.3925
H -0.0998 0.4963 5.6946
H -1.0523 3.9098 -1.8163
H -0.0232 3.3513 4.4854
H -2.8238 3.8763 -1.8281
H 1.6271 -2.3064 -3.6884
H -1.6941 -2.3196 -3.2575
H -1.6048 0.7471 4.8099
H 1.5422 -4.8858 -0.9533
H 1.4329 3.8470 2.1966
H -2.7817 2.0957 -0.0494
H -2.3698 0.3396 -1.2519
H -0.0154 -3.5723 -2.3158
H 2.0996 -3.4313 -0.1243
H -2.9563 -1.5522 -2.2952
H 2.2383 -3.8928 -3.2104
H 2.2599 -1.1319 -0.5493
H -1.9004 2.4713 -2.3832
H 0.4404 -3.9828 0.0915
H -1.9541 3.5764 0.4773
H 2.8143 -2.4406 -2.3925
H -2.1614 -3.0100 -1.7034